60
Properties=species:S:1:pos:R:3:mulliken_charge:R:1 method="wB97M-V/def2-TZVPD" total_charge=+2 s2=6.009 homo_lumo_gap_ev="4.75 / 4.92" multiplicity=5 e_above_lowest_kcal_mol=74.2
Os -0.2593 -0.8976 -0.1970 1.10
C 1.5916 1.4810 -1.4596 -0.64
N 0.3049 1.4758 -0.7596 -0.29
C -0.7337 2.2897 -1.3700 -0.75
C -2.0475 1.8743 -0.7908 -0.08
N -2.2798 0.6242 -0.3448 -0.02
C -3.5668 0.5987 0.0096 -0.29
C -4.4152 -0.5510 0.4580 0.93
C -5.8140 -0.1362 0.8245 -0.86
C -6.2706 1.1265 0.7286 -0.58
C -5.4312 2.1491 0.1893 -0.43
C -4.1360 1.8600 -0.1564 0.63
N -3.1169 2.6515 -0.6809 -0.03
C 2.4245 0.3874 -0.8641 0.12
N 1.9527 -0.4612 0.0247 -0.24
C 3.0392 -1.2957 0.3662 0.42
C 3.1460 -2.3415 1.2804 -0.56
C 4.3775 -2.9495 1.4071 -0.71
C 5.4898 -2.5368 0.6555 -0.53
C 5.4001 -1.4903 -0.2385 -1.02
C 4.1557 -0.8876 -0.3529 0.69
N 3.7218 0.1901 -1.1274 -0.06
H 2.1137 2.4348 -1.3578 0.48
H 1.4212 1.3021 -2.5222 0.37
H 0.4554 1.7865 0.1951 0.28
H -0.7634 2.0847 -2.4431 0.41
H -0.5792 3.3640 -1.2434 0.45
H -3.9421 -1.0546 1.3096 0.26
H -6.4728 -0.9462 1.1210 0.47
H -7.2927 1.3622 0.9894 0.44
H -5.8347 3.1474 0.0396 0.46
H -3.1787 3.6238 -0.9522 0.26
H 2.3017 -2.6593 1.8777 0.53
H 4.4923 -3.7604 2.1161 0.46
H 6.4360 -3.0455 0.7847 0.43
H 6.2546 -1.1546 -0.8120 0.42
H 4.2892 0.7322 -1.7588 0.24
F -1.6668 -2.0105 -1.8775 -0.39
B -2.1627 -3.0617 -1.0197 0.80
F -3.2751 -3.6516 -1.4751 -0.26
F -2.3305 -2.3869 0.2461 -0.37
F -4.5509 -1.4387 -0.5818 -0.22
C 3.3112 -8.7445 0.5222 -1.46
C 2.5621 -7.4616 0.2855 0.89
C 2.7799 -6.7221 -0.8771 -0.82
C 2.1077 -5.5374 -1.1067 -0.44
C 1.2090 -5.0971 -0.1422 0.12
C 0.9637 -5.8062 1.0292 -0.61
C 1.6508 -6.9864 1.2306 -0.88
S 0.3383 -3.6446 -0.4379 1.64
O -1.0567 -4.0951 -0.8566 -0.37
O 0.9527 -2.8374 -1.4717 -0.59
O 0.2073 -2.8564 0.8123 -0.71
H 3.4711 -9.2840 -0.4107 0.39
H 2.7781 -9.3947 1.2140 0.38
H 4.2935 -8.5373 0.9523 0.30
H 3.4844 -7.0871 -1.6153 0.42
H 2.2740 -4.9575 -2.0065 0.49
H 0.2549 -5.4389 1.7624 0.50
H 1.4764 -7.5566 2.1357 0.39

245
Properties=species:S:1:pos:R:3:mulliken_charge:R:1 method="wB97M-V/def2-TZVPD" homo_lumo_gap_ev=6.93
Hg -5.1538 1.1753 2.9023 4.15
O 2.9610 0.4599 -0.0684 -0.62
C 1.7947 0.0830 -0.1776 -0.41
O 0.6722 0.7166 -0.0924 0.32
B -0.4462 -0.2222 -0.1946 -0.86
O 0.1506 -1.5525 -0.3883 -0.17
C 1.4210 -1.4053 -0.3149 0.24
O 2.1871 -2.3783 -0.2619 0.58
O -1.3967 0.1397 -1.2757 -0.42
C -2.4038 0.8003 -0.7644 0.35
O -3.2085 1.4803 -1.3595 -0.13
C -2.4375 0.4058 0.7591 -0.53
O -1.2821 -0.1243 1.0392 0.75
O -3.3137 0.7425 1.5358 -0.82
N -6.9264 1.6091 4.0090 0.01
S -8.3457 1.0493 4.1384 1.07
O -9.4509 1.7943 3.5977 -0.62
O -8.5560 0.1613 5.2968 -0.66
F -8.0837 -0.0306 3.0088 -0.27
S -7.3835 3.1033 4.8072 0.81
O -8.0981 3.0932 6.0131 -0.53
O -7.7355 4.1643 3.8566 -0.59
F -5.9523 3.6390 5.1351 -0.22
N -1.1482 5.3957 -3.6127 0.09
C -2.2373 5.1563 -2.8371 -0.23
C -2.8461 6.3925 -2.6947 -0.48
C -2.0753 7.3877 -3.3520 -1.17
C -1.0233 6.7198 -3.9645 -0.36
H -0.5468 4.6721 -3.9798 0.47
H -2.5756 4.1712 -2.5515 0.21
H -3.8010 6.5825 -2.2274 0.37
H -2.4189 8.4053 -3.4646 0.45
H -0.2301 7.0170 -4.6345 0.47
N 6.4738 1.3306 1.2481 0.49
C 7.6594 1.3806 1.9422 -0.39
C 7.5535 0.7209 3.1349 -1.54
C 6.2164 0.3068 3.2375 -0.35
C 5.5504 0.6359 2.0841 -0.31
H 6.2687 1.8709 0.4198 0.44
H 8.5440 1.8964 1.5991 0.47
H 8.3053 0.6247 3.9043 0.47
H 5.9479 -0.3574 4.0457 0.41
H 4.5281 0.4940 1.7659 0.55
N 3.7633 -4.5874 -0.4965 1.67
C 3.9502 -5.4613 -1.4672 -0.15
C 3.4471 -6.6845 -1.0211 -2.25
C 3.2019 -6.5408 0.3223 -0.19
C 3.3013 -5.2270 0.6079 -0.39
H 4.0124 -3.6095 -0.5405 -0.24
H 4.4517 -5.1335 -2.3658 0.52
H 3.4316 -7.6242 -1.5531 0.59
H 2.8761 -7.2265 1.0904 0.51
H 3.1470 -4.6227 1.4896 -0.07
N 1.5599 4.2317 -3.7824 0.32
C 1.1791 3.1009 -3.1248 0.74
C 0.5806 2.2368 -3.9781 0.18
C 0.6031 2.8692 -5.1840 -0.55
C 1.3416 4.0207 -5.1055 -1.73
H 2.0829 5.0123 -3.4122 0.26
H 1.4038 3.0075 -2.0726 -0.45
H 0.1691 1.2572 -3.7846 0.42
H 0.1680 2.3920 -6.0497 0.34
H 1.6753 4.7632 -5.8152 0.59
N -4.0241 -4.0796 -5.0110 0.18
C -5.1035 -4.8285 -5.2646 -0.73
C -6.1618 -4.3497 -4.4625 -0.73
C -5.6846 -3.2626 -3.7806 -0.51
C -4.3460 -3.1305 -4.0969 -0.20
H -3.1521 -4.2131 -5.5029 0.25
H -5.0954 -5.5438 -6.0737 0.44
H -7.2014 -4.6325 -4.5375 0.42
H -6.3415 -2.6882 -3.1443 0.51
H -3.6095 -2.3624 -3.9124 0.42
N -1.6431 -4.9737 1.7679 0.37
C -0.8534 -3.8929 1.7515 -1.21
C -1.3005 -3.0671 2.7629 1.57
C -2.3459 -3.6915 3.4423 -0.73
C -2.5882 -4.8411 2.7906 -1.68
H -1.4699 -5.8364 1.2720 0.28
H 0.0434 -3.7886 1.1588 0.03
H -0.8188 -2.1287 2.9949 -0.12
H -2.8368 -3.2789 4.3113 0.91
H -3.3090 -5.6242 2.9741 0.37
N 3.5733 1.9077 -5.1048 0.08
C 4.1964 0.8544 -4.4197 -2.00
C 5.5446 0.8349 -4.6719 0.43
C 5.7570 1.8296 -5.6207 -1.03
C 4.5762 2.4866 -5.8500 -0.51
H 2.6194 2.2203 -4.9928 0.92
H 3.5816 0.2101 -3.8087 0.27
H 6.2480 0.1019 -4.3054 0.74
H 6.6719 1.9893 -6.1720 0.45
H 4.2989 3.3773 -6.3942 0.45
N 0.6831 -5.8931 -1.8534 0.03
C -0.1829 -4.8386 -1.8089 -0.84
C -1.2049 -5.0349 -2.6442 0.14
C -1.1087 -6.2851 -3.1934 -1.01
C 0.0863 -6.8332 -2.6896 -0.85
H 1.6254 -5.8625 -1.4911 0.46
H 0.0438 -3.9978 -1.1701 0.85
H -2.0226 -4.3456 -2.7948 0.26
H -1.8972 -6.6435 -3.8386 0.50
H 0.5394 -7.7952 -2.8789 0.45
N 6.8336 -5.7337 -0.1030 0.25
C 7.9405 -5.0930 0.3986 -0.54
C 8.8164 -6.0123 0.9129 -0.51
C 8.2933 -7.2220 0.6362 -0.74
C 7.0544 -7.0677 0.0288 -0.19
H 6.0762 -5.2432 -0.5568 0.20
H 8.0752 -4.0397 0.2020 0.26
H 9.7763 -5.9059 1.3962 0.43
H 8.7361 -8.1433 0.9847 0.37
H 6.3292 -7.8188 -0.2474 0.39
N 5.2840 2.7506 -2.2430 0.38
C 4.5149 3.2443 -1.3015 -0.38
C 5.3527 3.8423 -0.3990 -0.29
C 6.6546 3.5885 -0.7285 -1.49
C 6.5928 2.8695 -1.9246 -0.30
H 5.0236 2.1991 -3.0480 0.74
H 3.4542 3.0413 -1.3055 0.35
H 4.9822 4.3963 0.4508 0.23
H 7.5195 3.9948 -0.2252 0.53
H 7.3823 2.4833 -2.5523 0.45
N 2.2120 -2.0634 -5.9692 0.14
C 2.3261 -3.1493 -5.1187 -1.31
C 1.6009 -2.8650 -3.9607 -0.01
C 0.9463 -1.6787 -4.0890 0.70
C 1.3570 -1.2267 -5.3621 -1.58
H 2.6752 -1.9398 -6.8582 0.23
H 2.9155 -4.0060 -5.4104 0.49
H 1.5533 -3.4867 -3.0788 0.48
H 0.3535 -1.1440 -3.3617 0.38
H 1.0949 -0.3760 -5.9737 0.50
N 5.0479 -1.5943 -0.8958 1.75
C 6.4048 -1.7769 -0.6556 -0.56
C 6.9491 -2.4315 -1.7457 -1.21
C 5.9614 -2.4391 -2.7528 -1.07
C 4.7958 -1.9044 -2.1946 0.30
H 4.3821 -1.2670 -0.2105 -0.68
H 6.7759 -1.4323 0.2983 0.53
H 7.9754 -2.7526 -1.8458 0.58
H 6.1480 -2.8526 -3.7329 0.43
H 3.8261 -1.7333 -2.6382 -0.30
N 4.0867 -3.5101 4.5283 0.13
C 2.9560 -4.1461 4.9544 -1.32
C 1.9097 -3.8064 4.1201 -0.73
C 2.3530 -2.8609 3.2117 1.80
C 3.6736 -2.7200 3.4823 -1.47
H 4.9738 -3.5672 5.0078 0.20
H 2.9402 -4.8216 5.7969 0.41
H 0.8722 -4.0896 4.2186 0.46
H 1.7303 -2.3659 2.4812 -0.36
H 4.4815 -2.1518 3.0455 0.65
N -0.1643 6.0550 -0.4824 0.51
C 0.7638 6.7651 0.2209 -1.34
C 1.7310 5.9395 0.7002 -0.82
C 1.2624 4.6293 0.4681 0.32
C 0.1326 4.7189 -0.3221 -0.74
H -0.8970 6.4181 -1.0753 0.14
H 0.8295 7.8411 0.1557 0.44
H 2.6661 6.1129 1.2120 0.44
H 1.7864 3.7959 0.9123 0.53
H -0.4432 3.8770 -0.6770 0.60
C 5.2521 4.7274 3.8739 0.16
Cl 4.5537 5.5343 5.2737 -0.12
Cl 4.0523 3.7905 2.9846 0.02
Cl 5.9097 5.9372 2.7542 -0.09
Cl 6.4782 3.5517 4.3883 -0.07
C -3.9640 0.9227 -5.2398 -0.01
Cl -4.6338 1.2790 -6.8299 -0.10
Cl -5.2349 0.5151 -4.1215 -0.01
Cl -2.8218 -0.4554 -5.4861 -0.05
Cl -3.1017 2.2885 -4.6037 0.03
C -6.0551 -3.2422 3.2155 -1.14
C -5.5024 -2.0883 4.0592 -0.39
O -4.9150 -1.1910 3.1196 0.85
H -6.6957 -3.9201 3.7796 0.52
H -5.2602 -3.8998 2.8634 -0.03
H -6.6355 -2.8165 2.3970 0.24
H -4.7624 -2.4040 4.7945 0.22
H -6.2065 -1.4690 4.6149 0.47
H -4.5832 -1.8131 2.4680 -0.81
C -4.5616 -4.1703 -0.5913 -1.26
C -4.0682 -2.8009 -0.5662 0.66
O -3.7583 -2.4359 0.8027 1.17
H -5.0200 -4.4279 -1.5461 0.31
H -5.3890 -4.2697 0.1113 0.26
H -3.8070 -4.9466 -0.4646 0.18
H -4.8038 -2.2064 -1.1081 0.13
H -3.1469 -2.6978 -1.1395 -0.44
H -3.0281 -2.9628 1.1355 -0.67
C 1.4151 0.5584 3.1670 2.41
C 1.9324 0.4920 4.5698 -0.98
O 0.9970 1.1575 5.3795 -0.50
H 1.3169 1.6172 2.9274 -0.56
H 0.4202 0.1144 3.2006 -0.55
H 2.0962 0.1037 2.4476 -0.85
H 2.9224 0.9441 4.6291 0.45
H 2.0730 -0.5428 4.8823 0.30
H 1.1416 0.9546 6.3066 0.26
C -2.6699 4.5436 1.5736 -0.55
C -3.6954 4.2154 2.7001 -0.88
O -4.6185 3.2998 2.2061 -0.06
H -3.1908 4.9532 0.7082 0.46
H -2.0665 3.7032 1.2305 -0.43
H -2.0659 5.3324 2.0220 0.46
H -4.2585 5.1145 2.9505 0.30
H -3.1849 3.7750 3.5566 0.52
H -5.1502 3.7497 1.5454 -0.22
C -1.8818 -0.5078 4.9301 -0.29
C -2.3887 0.9280 4.8289 0.11
O -3.8124 0.9610 4.8141 -0.66
H -0.7994 -0.6357 4.9140 -0.12
H -2.3462 -1.1309 4.1659 -0.46
H -2.1778 -0.9270 5.8918 0.69
H -2.0098 1.3965 3.9206 -0.26
H -2.0549 1.4778 5.7090 0.50
H -4.0780 0.5731 5.6511 0.30
C -0.3483 5.6935 4.2076 -1.49
C 0.1885 4.2388 4.1443 0.76
O -0.5493 3.3914 5.0525 -0.66
H 0.2029 6.1663 3.3948 0.30
H -0.1534 6.1745 5.1661 0.40
H -1.3885 5.8680 3.9324 0.29
H 1.1883 4.3544 4.5627 0.38
H 0.2827 3.7170 3.1919 -0.24
H -0.2204 2.4904 5.0115 0.19
C -7.8159 0.7422 -0.6166 -1.62
C -6.3869 0.5453 -0.1572 0.59
O -6.2460 1.4889 0.8310 0.18
H -7.8940 0.0555 -1.4595 0.41
H -7.9964 1.7351 -1.0285 0.30
H -8.6178 0.6517 0.1162 0.34
H -5.6730 0.6350 -0.9760 -0.52
H -6.3104 -0.4670 0.2397 0.22
H -6.2299 2.3405 0.3881 -0.30
C -5.8528 3.4197 -2.2622 -0.31
C -5.6070 4.4364 -1.1311 0.68
O -6.2624 3.9680 -0.0243 -0.60
H -6.9132 3.4592 -2.5113 0.46
H -5.7149 2.3730 -1.9910 -0.48
H -5.1765 3.7313 -3.0583 0.36
H -5.8907 5.4674 -1.3425 0.39
H -4.5476 4.3756 -0.8817 -0.71
H -7.1502 4.3247 -0.1025 0.25

no.,maximum force (eV/Å)
1,0.63
2,8.78